one.
This record from the OMol25 dataset describes 2 unconnected molecules or ions with the total composition C2H2O2S. The level of theory is ωB97M-V/def2-TZVPD.

Structure (ORCA input):
```
! wB97M-V def2-TZVPD RIJCOSX def2/J DEFGRID3
* xyz 0 1
C -0.78 0.29 0.10
C 0.26 -0.27 -0.07
O 3.19 1.13 -0.29
O 3.89 -1.20 -0.17
S 4.14 0.17 0.20
H -1.70 0.77 0.27
H 1.16 -0.77 -0.25
*
```

Highest occupied orbital energy: -10.567 eV
Orbital gap: 0.3384 hartree

These are the Mulliken partial charges, in e, on atoms 1 to 6:
1 C -0.4389
2 C -0.3622
3 O -0.3439
4 O -0.3705
5 S 0.7081
6 H 0.3877

two.
This record from the OMol25 dataset describes a single C2H2O2S molecule. The level of theory is ωB97M-V/def2-TZVPD.

Structure (ORCA input):
```
! wB97M-V def2-TZVPD RIJCOSX def2/J DEFGRID3
* xyz 0 1
O 2.37 0.15 -0.51
C 1.26 -0.06 -0.18
C 0.03 -0.13 0.08
O -0.12 1.12 0.63
S -1.13 -1.42 0.39
H -0.87 1.70 0.49
H -1.55 -1.36 -0.90
*
```

SMILES string: O=C=C(O)S
Highest occupied orbital energy: -8.743 eV
Orbital gap: 0.3402 hartree

These are the Mulliken partial charges, in e, on atoms 1 to 6:
1 O -0.3843
2 C 0.9219
3 C -0.3090
4 O -0.4757
5 S -0.2009
6 H 0.3054

Computed energies relative to the best structure, in eV: one 0.146; two 0.000

one.
This record from the OMol25 dataset describes 2 unconnected molecules or ions with the total composition C5H8F2Si. The level of theory is ωB97M-V/def2-TZVPD.

Structure (ORCA input):
```
! wB97M-V def2-TZVPD RIJCOSX def2/J DEFGRID3
* xyz 0 1
C 0.80 -0.64 0.84
C 1.15 -0.53 -0.34
C 0.09 -2.02 2.75
C -1.56 1.99 -2.29
C 1.06 -0.96 2.24
F 0.07 0.29 -3.99
F 0.80 2.56 -3.74
Si 0.13 1.44 -2.87
H -0.90 -1.71 2.73
H 0.32 -2.44 3.75
H 0.26 -2.99 2.24
H -2.19 1.60 -3.02
H -1.66 1.54 -1.29
H -1.50 3.11 -2.20
H 2.09 -1.24 2.43
H 1.05 0.00 2.77
*
```

Highest occupied orbital energy (alpha / beta): -8.640 / -9.473 eV
Orbital gap (alpha / beta): 0.2301 / 0.2861 hartree

These are the Mulliken partial charges, in e, on atoms 1 to 6:
1 C 0.0028
2 C -0.4525
3 C -1.0622
4 C -0.7476
5 C -0.2560
6 F -0.2417

two.
This record from the OMol25 dataset describes a molecular structure, C5H8F2Si. The level of theory is ωB97M-V/def2-TZVPD.

Structure (ORCA input):
```
! wB97M-V def2-TZVPD RIJCOSX def2/J DEFGRID3
* xyz 0 1
C 0.26 0.68 -1.12
C -0.81 0.49 -0.60
C 2.56 1.24 -1.14
C -1.56 -1.91 2.24
C 1.31 0.93 -1.95
F -3.56 -1.07 0.26
F -2.81 0.77 1.90
Si -2.26 -0.53 1.11
H 2.48 2.23 -0.99
H 3.43 1.04 -1.72
H 2.70 0.70 -0.19
H -2.26 -2.28 3.08
H -1.21 -2.74 1.73
H -0.77 -1.39 2.70
H 1.49 0.06 -2.70
H 1.02 1.81 -2.60
*
```

Highest occupied orbital energy: -9.302 eV
Orbital gap: 0.3490 hartree

These are the Mulliken partial charges, in e, on atoms 1 to 6:
1 C 0.6701
2 C -1.0451
3 C -1.0852
4 C -0.9096
5 C -0.2731
6 F -0.2767

Computed energies relative to the best structure, in eV: one 2.714; two 0.000